Formula: C40H52Cl8F4O4
Source: the OMol25 dataset
Level of theory: ωB97M-V/def2-TZVPD

For the energy above the lowest of the compared OMol25 structures with the same formula, charge and spin, the calculation gives 0.0 kJ/mol. For the orbital gap, the calculation gives 0.3245 hartree. The calculation puts the electronic energy at -161561.66909 eV. The LUMO energy comes out at 0.0078 hartree.

The geometry in XYZ format:
```
108
Properties=species:S:1:pos:R:3:forces:R:3
F -5.640 -4.745 3.036 -0.172 -0.003 0.098
C -5.096 -3.736 2.331 0.274 0.324 -1.356
C -4.285 -2.827 2.974 -0.413 -0.238 1.089
C -3.650 -1.821 2.271 0.152 -1.017 -0.335
C -3.724 -1.866 0.895 0.228 0.681 -0.669
C -4.488 -2.808 0.216 -0.469 0.019 0.424
C -5.254 -3.720 0.933 0.866 -0.485 1.206
H -4.146 -2.973 4.041 -0.028 0.220 0.002
H -2.971 -1.145 2.764 -0.096 0.051 0.139
H -3.115 -1.160 0.342 -0.237 -0.044 -0.201
H -4.437 -2.923 -0.859 -0.041 0.410 0.074
H -5.684 -4.609 0.491 -0.408 0.341 -0.210
F 0.716 2.796 -0.992 0.134 -0.030 0.030
C 0.452 1.534 -0.562 -0.375 0.348 0.467
C -0.534 1.373 0.405 0.023 0.604 -0.448
C -0.846 0.106 0.832 0.491 -0.685 0.548
C -0.069 -0.966 0.415 0.047 -0.514 -1.151
C 0.893 -0.800 -0.581 -0.445 0.665 0.783
C 1.180 0.490 -1.054 0.703 -1.508 0.062
H -0.981 2.253 0.846 -0.239 -0.016 -0.243
H -1.627 -0.106 1.548 0.026 0.454 0.103
H -0.238 -1.964 0.796 -0.239 0.043 -0.053
H 1.432 -1.657 -0.958 0.203 0.109 0.121
H 2.076 0.548 -1.659 -0.387 0.627 -0.322
F -4.081 -5.020 -1.302 0.139 -0.271 -0.687
C -3.118 -5.425 -0.466 0.474 -0.753 1.374
C -1.999 -4.651 -0.218 0.620 0.420 -0.377
C -1.111 -5.034 0.780 -0.243 -0.760 0.089
C -1.318 -6.217 1.470 -0.062 -0.252 0.256
C -2.424 -7.022 1.214 0.529 0.650 -0.185
C -3.341 -6.597 0.264 -0.405 0.083 -0.158
H -1.749 -3.783 -0.817 -0.488 0.034 0.035
H -0.233 -4.471 1.065 -0.046 0.263 -0.410
H -0.609 -6.511 2.232 0.022 -0.080 -0.029
H -2.510 -7.946 1.768 -0.398 -0.036 -0.084
H -4.276 -7.126 0.128 0.058 -0.086 -0.201
F 1.719 6.333 -3.595 -0.051 0.367 -0.245
C 2.775 6.002 -2.841 0.395 -0.634 0.852
C 2.841 4.699 -2.372 -0.288 -0.365 -0.575
C 3.918 4.284 -1.621 0.968 0.308 -0.027
C 4.925 5.193 -1.264 -0.395 -0.194 -0.228
C 4.815 6.515 -1.666 -0.457 -0.434 -0.308
C 3.752 6.903 -2.496 0.555 0.782 0.175
H 2.102 3.987 -2.719 -0.075 0.060 0.137
H 4.085 3.235 -1.412 -0.325 -0.039 0.193
H 5.810 4.837 -0.756 -0.071 0.087 0.222
H 5.560 7.237 -1.366 0.043 0.065 -0.147
H 3.761 7.919 -2.869 -0.340 -0.007 -0.019
C -2.035 -2.003 -5.003 0.165 0.522 0.221
C -1.463 -2.412 -3.642 -0.097 -0.775 -1.380
C 0.040 -2.329 -3.498 -0.551 0.880 0.567
O -2.206 -2.787 -2.775 -0.045 0.042 0.575
H -2.940 -2.550 -5.259 0.183 -0.374 0.116
H -1.283 -2.053 -5.789 -0.090 -0.117 -0.062
H -2.376 -0.963 -4.954 0.277 -0.009 0.088
H 0.171 -1.238 -3.470 0.488 -0.033 -0.134
H 0.616 -2.720 -4.330 -0.158 -0.087 -0.102
H 0.383 -2.699 -2.534 -0.149 -0.270 -0.142
C 5.043 -1.119 2.952 -0.270 -1.266 -0.494
C 4.638 -2.399 2.233 0.425 -0.089 -0.578
C 3.540 -2.300 1.177 0.428 0.218 0.677
O 5.234 -3.434 2.408 -0.100 -0.137 0.159
H 4.142 -0.519 3.033 0.437 0.607 0.359
H 5.839 -0.681 2.348 -0.269 0.423 -0.098
H 5.518 -1.432 3.879 -0.295 0.299 0.265
H 3.937 -1.712 0.346 -0.074 0.048 -0.042
H 2.703 -1.751 1.609 -0.194 -0.103 -0.217
H 3.268 -3.294 0.835 -0.106 0.012 0.018
C 3.056 4.505 3.881 0.065 -0.477 1.004
C 2.903 3.113 3.295 -0.872 0.853 -0.560
C 1.837 2.963 2.235 0.198 -1.560 -0.408
O 3.557 2.175 3.669 0.321 -0.130 0.131
H 2.115 5.034 4.036 -0.166 -0.146 -0.426
H 3.710 5.137 3.284 0.117 -0.083 -0.011
H 3.451 4.331 4.885 0.422 0.353 -0.167
H 0.907 3.478 2.448 0.151 0.359 -0.130
H 1.623 1.892 2.138 -0.160 0.019 0.379
H 2.210 3.147 1.223 0.071 0.804 0.149
C -2.856 2.923 -1.891 0.695 -1.078 -1.569
C -3.260 1.461 -1.669 0.072 1.732 0.322
C -2.758 0.443 -2.657 -0.049 -0.988 0.563
O -3.924 1.210 -0.695 -0.121 -0.792 -0.026
H -3.556 3.379 -2.596 -0.344 0.190 0.462
H -1.950 2.876 -2.509 0.257 0.345 0.379
H -2.688 3.475 -0.977 -0.269 0.065 0.069
H -3.269 0.422 -3.620 -0.204 0.423 0.109
H -2.902 -0.539 -2.198 -0.065 0.064 -0.139
H -1.689 0.550 -2.851 0.035 0.273 0.038
Cl -0.180 -2.778 3.212 -0.017 0.097 0.347
C -0.029 -4.172 4.268 -0.035 -0.871 0.157
Cl 1.242 -5.301 3.696 -0.032 0.444 0.316
H 0.168 -3.870 5.291 0.393 0.203 -0.156
H -0.938 -4.766 4.288 -0.177 0.264 -0.371
Cl -3.931 1.280 3.178 0.053 0.491 0.048
C -2.940 2.691 3.636 -0.542 -0.256 -0.297
Cl -1.256 2.257 3.726 0.724 -0.178 0.300
H -3.005 3.442 2.856 -0.363 0.035 0.110
H -3.283 3.034 4.605 0.029 0.119 -0.060
Cl 2.934 1.130 -4.037 0.124 0.097 -0.325
C 3.329 0.042 -5.370 -1.031 -0.294 -0.395
Cl 1.837 -0.646 -6.136 0.347 0.074 0.361
H 3.771 0.557 -6.211 0.491 0.218 0.383
H 3.902 -0.776 -4.956 0.142 -0.024 -0.215
Cl 1.223 6.949 0.368 0.253 0.322 0.222
C -0.043 5.947 -0.266 -0.508 -0.683 -0.605
Cl -0.974 5.089 0.979 -0.048 0.033 0.281
H -0.774 6.512 -0.834 0.211 0.278 0.064
H 0.396 5.181 -0.900 0.072 0.051 0.061
```
Forces are in eV/Å.



Formula: C28H26N3O2STl
Source: the OMol25 dataset
Level of theory: ωB97M-V/def2-TZVPD

For the energy above the lowest of the compared OMol25 structures with the same formula, charge and spin, the calculation gives 20.3 kJ/mol. For the orbital gap, the calculation gives 0.2809 hartree. The calculation puts the electronic energy at -53552.10417 eV. The LUMO energy comes out at 0.0079 hartree.

The geometry in XYZ format:
```
61
Properties=species:S:1:pos:R:3:forces:R:3
Tl 0.049 -0.671 -0.984 0.097 0.000 -0.046
C -0.876 -0.648 3.859 -0.102 0.022 0.026
C -0.930 -0.630 2.360 -0.264 0.044 -0.058
N 0.108 -0.618 1.609 -0.239 -0.047 -0.057
N 1.323 -0.638 2.215 0.193 0.143 -0.228
C 2.301 -0.396 1.345 0.158 0.042 0.196
O 2.207 -0.163 0.109 -0.083 -0.134 0.001
C 3.677 -0.369 1.951 -0.051 0.041 -0.029
C 3.866 -0.179 3.318 0.070 -0.059 0.068
C 5.150 -0.124 3.846 -0.073 -0.024 -0.043
C 6.254 -0.269 3.015 -0.002 0.025 -0.056
C 6.070 -0.450 1.649 -0.062 -0.013 0.016
C 4.786 -0.492 1.119 0.067 0.056 -0.001
C -2.265 -0.581 1.691 0.215 -0.005 0.087
C -3.444 -0.588 2.435 -0.100 -0.099 0.062
C -4.661 -0.503 1.780 -0.002 -0.186 0.072
C -4.686 -0.413 0.399 0.001 -0.039 -0.023
C -3.469 -0.420 -0.265 0.064 -0.085 0.018
N -2.300 -0.508 0.357 -0.074 0.062 -0.031
H 0.156 -0.737 4.179 0.024 -0.003 0.005
H -1.451 -1.486 4.263 0.027 0.032 -0.011
H -1.298 0.275 4.272 0.017 -0.071 -0.046
H 2.996 -0.081 3.954 0.045 0.009 -0.028
H 5.290 0.028 4.909 -0.009 -0.005 -0.008
H 7.255 -0.235 3.430 -0.049 0.006 -0.026
H 6.928 -0.556 0.997 -0.030 0.001 0.014
H 4.623 -0.612 0.054 0.011 -0.008 0.074
H -3.405 -0.657 3.514 -0.020 0.013 -0.073
H -5.584 -0.508 2.348 0.031 0.003 -0.015
H -5.615 -0.341 -0.152 0.036 -0.004 0.019
H -3.428 -0.369 -1.351 0.011 0.019 0.076
O -0.342 1.875 -0.544 0.191 0.337 -0.336
S -0.535 3.096 -1.404 -0.123 -0.435 0.320
C 1.122 3.712 -1.864 0.083 -0.015 0.075
C 2.012 4.087 -0.716 -0.010 -0.017 -0.036
C 2.274 5.427 -0.430 -0.028 0.019 0.033
C 3.050 5.773 0.670 -0.009 -0.072 -0.009
C 3.569 4.779 1.492 0.002 0.033 -0.069
C 3.322 3.442 1.202 0.007 -0.002 0.014
C 2.550 3.095 0.101 -0.023 -0.046 0.053
C -1.035 4.398 -0.227 -0.146 -0.001 0.043
C -1.864 3.782 0.870 -0.002 0.047 -0.001
C -3.108 3.211 0.609 -0.053 0.068 0.005
C -3.837 2.615 1.627 0.031 0.144 0.005
C -3.325 2.575 2.920 0.023 0.140 -0.039
C -2.087 3.141 3.187 -0.025 -0.017 -0.067
C -1.360 3.739 2.163 0.061 -0.106 0.002
H 0.950 4.541 -2.557 0.005 -0.028 0.043
H 1.517 2.864 -2.428 0.047 0.062 -0.031
H 1.864 6.205 -1.069 0.036 -0.052 0.040
H 3.249 6.817 0.882 -0.008 -0.049 -0.011
H 4.177 5.046 2.349 -0.040 -0.014 -0.040
H 3.732 2.659 1.831 -0.028 0.055 -0.048
H 2.359 2.049 -0.111 0.015 0.038 0.001
H -1.585 5.143 -0.808 0.014 -0.029 0.036
H -0.132 4.846 0.182 -0.009 0.053 0.059
H -3.508 3.224 -0.401 0.023 0.009 0.057
H -4.801 2.171 1.410 0.091 0.098 0.017
H -3.892 2.103 3.715 0.034 0.042 -0.047
H -1.677 3.107 4.189 -0.005 0.017 -0.022
H -0.377 4.154 2.366 -0.057 -0.015 0.000
```
Forces are in eV/Å.



Formula: C47H68N17O8
Source: the OMol25 dataset
Level of theory: ωB97M-V/def2-TZVPD

For the energy above the lowest of the compared OMol25 structures with the same formula, charge and spin, the calculation gives 18.7 kJ/mol. As for the net charge: +1. For the orbital gap, the calculation gives 0.3022 hartree. The calculation puts the electronic energy at -91550.21528 eV. The LUMO energy comes out at -0.0559 hartree.

The geometry in XYZ format:
```
140
Properties=species:S:1:pos:R:3:forces:R:3
C 2.004 3.343 -2.672 0.228 0.522 0.336
C 2.077 4.243 -1.884 -0.006 -0.184 -0.082
C 2.087 5.279 -0.867 0.056 0.261 0.190
H 1.966 6.268 -1.334 0.045 -0.111 0.133
O 0.995 5.020 0.016 0.103 -0.188 -0.323
C 0.812 5.937 1.060 0.186 0.194 0.599
C 1.807 5.767 2.214 -0.134 0.051 -0.395
O 1.774 4.419 2.645 -0.284 0.003 -0.229
C 2.574 4.151 3.783 -0.012 -0.013 0.555
C 1.824 4.316 5.116 0.312 -0.127 -0.247
O 1.139 3.120 5.447 0.188 0.020 -0.173
C -0.255 3.187 5.594 -0.323 -0.045 -0.053
C -1.005 3.376 4.255 0.137 -0.089 0.461
N -0.396 2.601 3.200 0.244 0.077 -0.340
C -0.367 1.268 3.228 -0.064 -0.478 -0.338
N -1.163 0.596 4.025 -0.210 0.309 0.270
C -1.080 -0.747 3.959 0.644 0.275 -0.362
N -0.196 -1.411 3.215 -0.104 -0.249 0.093
C 0.539 -0.712 2.368 -0.010 0.221 0.415
N 0.472 0.657 2.333 0.171 -0.172 0.447
N 1.399 -1.360 1.588 -0.018 0.262 0.228
C 1.278 -2.791 1.385 -0.301 -0.506 -0.094
H 2.282 -3.219 1.339 -0.010 0.023 0.017
H 0.729 -3.225 2.216 0.115 -0.019 -0.102
C 0.527 -3.024 0.072 -0.040 -0.381 0.287
N 1.225 -2.378 -1.029 -0.138 -0.028 0.176
C 1.448 -3.085 -2.147 -0.058 0.252 -0.280
O 1.191 -4.273 -2.231 0.001 -0.416 -0.288
C 2.068 -2.402 -3.394 0.339 -0.538 0.307
N 1.294 -1.273 -3.850 -0.710 0.451 -0.596
C 0.170 -1.311 -4.597 -0.129 0.678 -0.034
C -0.188 0.013 -4.764 -0.056 -1.008 -0.133
N 0.724 0.759 -4.107 -0.253 0.421 -0.258
N 1.600 -0.011 -3.574 0.895 -0.003 0.315
C -1.354 0.593 -5.502 0.222 0.279 -0.049
N -2.443 0.791 -4.536 -0.054 -0.068 -0.135
H -3.316 0.956 -5.026 -0.019 0.097 0.047
H -2.263 1.614 -3.963 -0.114 0.051 0.067
H -1.700 -0.155 -6.226 0.044 0.101 0.013
C -0.942 1.880 -6.249 -0.171 -0.345 -0.228
C -2.163 2.560 -6.864 0.226 -0.008 0.218
H -2.700 1.868 -7.512 -0.093 -0.069 -0.103
H -2.843 2.927 -6.098 -0.097 0.055 -0.007
H -1.856 3.414 -7.460 -0.039 0.102 -0.084
C 0.101 1.542 -7.322 0.066 0.211 0.224
C 0.851 2.767 -7.832 -0.096 -0.225 -0.014
H 1.343 3.280 -7.008 0.076 0.090 0.068
H 0.181 3.466 -8.323 -0.019 0.128 -0.064
H 1.609 2.467 -8.551 0.086 0.065 -0.076
H -0.394 1.041 -8.157 -0.039 -0.106 -0.019
H 0.829 0.844 -6.903 -0.009 -0.055 -0.072
H -0.486 2.554 -5.516 0.008 -0.019 0.020
H -0.273 -2.221 -4.940 -0.091 -0.296 -0.076
H 1.970 -3.172 -4.170 -0.049 0.210 0.254
C 3.564 -2.041 -3.221 0.101 -0.054 -0.010
C 4.162 -2.578 -1.964 0.205 0.394 -0.055
C 4.843 -1.905 -0.988 -0.005 -0.074 -0.379
C 5.177 -2.850 0.024 -0.119 -0.381 -0.065
C 5.833 -2.766 1.253 -0.037 -0.064 -0.017
C 5.956 -3.910 2.009 0.097 0.113 0.175
C 5.441 -5.133 1.570 -0.065 -0.117 -0.056
C 4.790 -5.246 0.360 -0.030 -0.100 0.016
C 4.663 -4.096 -0.408 0.302 0.240 0.477
N 4.070 -3.902 -1.623 0.028 -0.162 -0.262
H 3.591 -4.612 -2.152 -0.079 0.040 0.059
H 4.393 -6.190 0.018 -0.032 -0.135 -0.009
H 5.560 -6.007 2.193 0.001 -0.091 0.040
H 6.463 -3.869 2.961 0.047 0.011 0.082
H 6.237 -1.825 1.595 0.057 0.080 0.058
H 5.097 -0.863 -0.998 -0.012 0.254 -0.074
H 3.672 -0.955 -3.220 0.051 -0.156 0.013
H 4.117 -2.425 -4.083 -0.070 0.078 -0.021
C 1.452 -0.967 -0.812 0.368 0.458 0.075
H 2.056 -0.538 -1.607 -0.049 -0.081 0.233
H 0.473 -0.474 -0.764 0.348 -0.023 -0.166
C 2.167 -0.752 0.530 0.083 0.130 -0.468
H 2.320 0.310 0.712 0.026 0.009 0.028
H 3.142 -1.248 0.505 -0.176 0.158 0.052
H 0.456 -4.088 -0.152 -0.030 0.145 0.077
H -0.478 -2.596 0.158 0.034 -0.112 -0.002
H 0.829 1.747 -0.612 0.069 0.083 -0.058
N -1.925 -1.446 4.724 0.064 0.064 0.111
C -3.113 -0.795 5.222 -0.230 0.251 -0.005
H -2.872 0.228 5.507 -0.149 -0.153 0.058
H -3.468 -1.342 6.096 0.016 0.049 -0.024
C -4.152 -0.801 4.083 -0.184 0.279 0.135
N -4.029 -2.044 3.342 0.141 -0.156 0.247
C -4.194 -2.228 2.011 -0.178 0.317 0.116
O -4.057 -3.312 1.490 -0.087 -0.237 -0.355
C -4.580 -0.982 1.187 -0.543 -0.657 -0.289
N -3.358 -0.269 0.903 0.332 1.084 0.146
C -3.167 1.052 0.698 0.678 -0.005 0.017
C -1.850 1.152 0.296 -0.817 0.308 0.406
N -1.338 -0.096 0.289 0.093 0.342 -0.203
N -2.241 -0.931 0.653 -0.087 -1.065 0.136
C -1.066 2.339 -0.163 -0.269 -0.032 -0.404
N 0.360 2.193 0.173 0.034 0.072 -0.174
H 0.630 1.233 1.441 -0.015 -0.075 0.032
H 0.764 3.125 0.254 0.020 -0.059 -0.143
C -1.228 2.498 -1.696 0.400 0.190 0.259
O -2.535 2.727 -2.127 -0.501 0.041 0.063
H -3.097 1.949 -1.942 0.135 -0.048 -0.075
H -0.642 3.367 -2.010 0.021 -0.171 0.021
H -0.797 1.600 -2.169 0.056 0.042 0.064
H -1.464 3.230 0.330 0.088 -0.015 -0.057
H -3.939 1.781 0.819 -0.247 0.175 0.003
H -5.248 -0.330 1.758 0.230 -0.031 -0.023
C -5.299 -1.393 -0.115 0.143 0.012 0.038
C -4.365 -1.930 -1.198 -0.118 0.147 0.039
C -3.739 -0.820 -2.015 0.061 -0.384 -0.051
O -3.968 0.360 -1.814 -0.298 0.403 -0.026
O -2.950 -1.241 -2.966 0.287 -0.230 -0.316
H -2.671 -0.449 -3.593 -0.242 -0.038 0.360
H -4.924 -2.557 -1.894 0.031 -0.032 -0.002
H -3.580 -2.554 -0.767 -0.046 0.000 -0.153
H -6.029 -2.158 0.147 -0.026 0.042 0.008
H -5.824 -0.522 -0.511 -0.035 -0.078 0.092
C -3.543 -3.159 4.134 0.078 -0.236 -0.044
H -3.598 -4.057 3.518 -0.008 0.089 0.190
H -4.192 -3.285 5.004 0.024 -0.032 -0.030
C -2.088 -2.876 4.550 -0.017 -0.416 -0.073
H -1.391 -3.197 3.776 -0.136 -0.048 0.135
H -1.852 -3.389 5.486 0.011 -0.036 -0.072
H -3.939 0.049 3.433 -0.022 -0.032 0.030
H -5.165 -0.698 4.489 0.078 0.091 0.004
H 0.351 3.072 2.697 -0.050 -0.078 0.083
H -2.041 3.062 4.389 -0.001 0.139 -0.006
H -0.983 4.420 3.939 -0.048 -0.043 -0.023
H -0.525 2.218 6.018 -0.090 0.164 0.007
H -0.551 3.981 6.293 -0.002 -0.066 -0.029
H 2.558 4.505 5.907 -0.085 0.050 -0.072
H 1.138 5.168 5.068 0.016 0.051 0.006
H 2.885 3.106 3.701 0.058 0.100 0.070
H 3.464 4.788 3.774 -0.010 -0.020 -0.036
H 2.826 6.023 1.891 -0.074 -0.010 0.075
H 1.524 6.452 3.023 0.014 -0.007 -0.055
H 0.868 6.971 0.695 -0.056 -0.061 0.037
H -0.201 5.742 1.424 0.062 0.123 0.024
H 3.045 5.255 -0.327 -0.151 0.081 -0.065
H 1.924 2.562 -3.372 -0.110 -0.465 -0.439
```
Forces are in eV/Å.